Here is an isolated ion of composition C21H36ClI2NO6P and charge +1 in a non-equilibrium geometry from the Open Molecules 2025 dataset. Energies are from ωB97M-V/def2-TZVPD.

ORCA input file:
```
! RIJCOSX wB97M-V def2-TZVPD def2/J DEFGRID3
* xyz 1 1
C -3.61 1.82 4.92
C -3.97 2.48 3.61
O -2.92 3.35 3.10
C -1.71 2.74 3.04
O -0.74 3.17 3.64
C -1.58 1.52 2.16
C -0.32 1.66 1.29
C -0.55 1.43 -0.20
N -0.41 0.02 -0.73
C -1.59 -0.20 -1.65
C -2.93 -0.44 -0.95
O -3.27 -1.50 -0.45
I -4.36 1.19 -0.95
C -0.46 -0.96 0.39
C -0.41 -2.40 -0.07
P -0.69 -3.60 1.38
C 1.02 -3.97 1.86
O -1.21 -2.65 2.64
O 0.91 -2.59 -0.55
C 1.09 -1.79 -1.71
C 2.44 -2.20 -2.30
C 2.19 -3.09 -3.52
O 1.66 -2.63 -4.50
C 0.90 -0.25 -1.50
C 0.81 0.27 -2.96
C 0.56 1.76 -3.16
C 1.14 2.15 -4.51
Cl 0.58 3.73 -5.04
C 2.13 0.42 -0.86
C 2.87 -0.27 0.30
C 2.92 0.58 1.59
I 4.95 -0.67 -0.22
H -4.53 1.56 5.42
H -3.09 0.89 4.76
H -3.00 2.47 5.54
H -4.20 1.74 2.85
H -4.81 3.13 3.75
H -2.47 1.38 1.56
H -1.48 0.69 2.84
H 0.51 1.11 1.70
H -0.03 2.69 1.37
H 0.08 2.12 -0.73
H -1.54 1.80 -0.41
H -1.43 -1.06 -2.28
H -1.70 0.64 -2.30
H -1.31 -0.83 1.05
H 0.41 -0.85 1.01
H -1.16 -2.64 -0.81
H 1.48 -4.61 1.13
H 1.66 -3.09 1.95
H 1.01 -4.49 2.81
H -0.46 -2.14 2.98
H 0.34 -2.10 -2.43
H 2.97 -2.79 -1.57
H 3.05 -1.39 -2.66
H 2.50 -4.14 -3.49
H 0.14 -0.34 -3.55
H 1.77 0.09 -3.42
H -0.49 2.05 -3.19
H 1.11 2.34 -2.44
H 2.22 2.20 -4.41
H 0.95 1.39 -5.26
H 2.85 0.52 -1.65
H 1.96 1.44 -0.56
H 2.47 -1.23 0.58
H 3.91 0.64 2.01
H 2.25 0.15 2.32
H 2.59 1.59 1.42
*
```

Computed properties:
gap between HOMO and LUMO: 8.3 eV
HOMO energy: -11.98 eV
DFT total energy: -74140.2510 eV